Entry 1:
2 unconnected molecules or ions with the total composition C5H13NO4S at a distorted geometry, computed with ωB97M-V/def2-TZVPD.

molar mass	183.23	g mol⁻¹
2S+1	1
maximum force	4.38	eV/A
Kohn-Sham gap	8.36	eV
relative energy (zero: lowest compared OMol25 entry of this formula, charge and spin)	72.4	kcal per mole

The geometry in XYZ format:
```
24
C5H13NO4S ωB97M-V/def2-TZVPD
C -0.152 -2.064 -0.978
C -0.790 1.448 0.056
C 1.291 0.273 -0.304
C 0.071 -0.008 1.738
C -0.832 -0.900 -0.367
N -0.065 0.179 0.273
O -2.753 0.382 1.786
O -4.011 -1.713 1.990
O -3.490 -0.740 -0.213
O -1.766 -1.765 1.206
S -3.133 -0.905 1.192
H 0.632 -2.487 -0.354
H 0.265 -1.798 -1.952
H -0.909 -2.827 -1.141
H -1.773 1.344 0.546
H -0.242 2.267 0.517
H -0.910 1.641 -1.007
H 1.241 0.401 -1.384
H 1.803 1.132 0.127
H 1.866 -0.621 -0.071
H 0.457 -0.999 1.957
H 0.733 0.757 2.140
H -0.932 0.087 2.175
H -1.831 -0.619 -0.733
```

Entry 2:
A molecular structure, C22H18N2O6Rh, computed with ωB97M-V/def2-TZVPD.

charge	+1
molar mass	509.30	g mol⁻¹
⟨S²⟩	6.045
2S+1	5
maximum force	0.89	eV/A
Kohn-Sham gap (alpha / beta)	8.60 / 6.20	eV

The geometry in XYZ format:
```
49
C22H18N2O6Rh ωB97M-V/def2-TZVPD
Rh -0.029 0.495 -0.234
O 2.256 -1.777 -3.180
C 1.448 -1.340 -2.242
O 0.800 -0.311 -2.331
C 1.338 -2.210 -1.039
C 1.836 -3.490 -0.885
C 1.568 -4.152 0.312
C 0.783 -3.548 1.282
C 0.319 -2.262 1.038
N 0.626 -1.632 -0.077
C -0.621 -1.450 1.955
O -0.859 -1.866 3.064
O -1.065 -0.381 1.380
H 2.283 -1.149 -3.917
H 2.404 -3.958 -1.676
H 1.959 -5.148 0.471
H 0.523 -4.041 2.208
C 3.041 5.999 -2.084
C 4.084 4.996 -1.685
C 5.111 4.687 -2.575
C 6.146 3.811 -2.231
C 6.133 3.211 -1.007
C 5.070 3.455 -0.103
N 5.149 2.776 1.074
C 4.163 2.340 1.946
C 4.498 2.253 3.305
C 3.549 1.902 4.240
C 2.248 1.625 3.838
C 1.937 1.634 2.485
C 2.878 1.951 1.518
C 2.560 1.729 0.031
O 3.453 1.351 -0.702
O 1.342 2.001 -0.345
C 4.062 4.417 -0.417
C 3.066 4.922 0.584
H 3.110 6.225 -3.146
H 3.177 6.931 -1.530
H 2.036 5.632 -1.876
H 5.124 5.161 -3.548
H 6.938 3.602 -2.935
H 6.897 2.491 -0.740
H 6.088 2.487 1.320
H 5.502 2.511 3.624
H 3.815 1.861 5.287
H 1.485 1.384 4.566
H 0.936 1.375 2.179
H 3.339 4.682 1.606
H 2.074 4.507 0.391
H 2.980 6.006 0.505
```

Entry 3:
A molecular structure, C22H26BrN9O5Ti, computed with ωB97M-V/def2-TZVPD.

charge	-2
molar mass	624.28	g mol⁻¹
⟨S²⟩	2.030
2S+1	3
maximum force	0.89	eV/A
Kohn-Sham gap (alpha / beta)	4.35 / 6.67	eV

The geometry in XYZ format:
```
64
C22H26BrN9O5Ti ωB97M-V/def2-TZVPD
Ti 0.675 1.000 -1.165
O -0.590 2.595 2.742
C 0.395 2.136 3.535
C 0.255 2.335 4.910
C 1.223 1.892 5.794
C 2.354 1.239 5.309
C 2.492 1.032 3.949
C 1.526 1.461 3.037
C 1.660 1.188 1.597
O 0.785 1.727 0.771
N 2.601 0.423 1.172
N 2.513 0.289 -0.186
C 3.515 -0.342 -0.784
C 3.546 -0.372 -2.187
C 4.564 -0.998 -2.950
C 4.511 -0.945 -4.317
C 3.449 -0.266 -4.942
C 2.487 0.318 -4.128
N 2.508 0.271 -2.806
H -0.310 2.465 1.794
H -0.630 2.853 5.259
H 1.098 2.061 6.857
H 3.121 0.893 5.992
H 3.353 0.517 3.544
H 4.312 -0.769 -0.182
H 5.371 -1.509 -2.436
H 5.283 -1.421 -4.914
H 3.369 -0.194 -6.018
H 1.644 0.842 -4.569
N 0.550 -1.773 -2.062
C -0.776 -1.809 -2.639
C -1.114 -0.507 -3.361
O -1.955 -0.556 -4.282
N -0.462 0.569 -2.942
C -0.719 1.792 -3.708
C 0.329 2.837 -3.376
O 0.505 3.794 -4.122
O 0.978 2.625 -2.276
H 0.735 -2.511 -1.399
H 1.262 -1.742 -2.778
H -0.945 -2.617 -3.363
H -1.509 -1.949 -1.838
H -0.720 1.603 -4.785
H -1.694 2.229 -3.467
Br -1.952 2.337 -0.612
C -4.560 -0.255 1.414
C -4.200 -1.483 2.248
C -4.299 -2.758 1.415
C -2.822 -1.347 2.909
N -1.736 -1.296 1.954
C -1.355 -0.283 1.175
N -0.400 -0.713 0.378
N -0.209 -2.012 0.691
N -0.999 -2.375 1.637
H -5.594 -0.323 1.073
H -3.929 -0.166 0.527
H -4.447 0.669 1.983
H -4.908 -1.553 3.083
H -3.608 -2.718 0.573
H -5.307 -2.871 1.015
H -4.056 -3.646 2.004
H -2.628 -2.198 3.562
H -2.788 -0.436 3.508
H -1.746 0.724 1.182
```

Entry 4:
A molecular structure, C23H26N4O8OsSSb2 at a distorted geometry, computed with ωB97M-V/def2-TZVPD.

charge	+1
molar mass	952.30	g mol⁻¹
⟨S²⟩	0.766
2S+1	2
maximum force	3.31	eV/A
Kohn-Sham gap (alpha / beta)	5.07 / 5.21	eV
relative energy (zero: lowest compared OMol25 entry of this formula, charge and spin)	73.3	kcal per mole

The geometry in XYZ format:
```
65
C23H26N4O8OsSSb2 ωB97M-V/def2-TZVPD
Os -0.346 -1.020 -0.685
C -4.446 -0.326 -1.373
Sb -2.512 0.459 -0.918
C -2.450 2.164 -2.196
C -2.813 1.418 1.041
C -2.511 2.878 0.977
C -3.593 3.746 0.803
C -3.431 5.116 0.743
C -2.159 5.657 0.857
C -1.070 4.818 0.984
C -1.207 3.424 1.021
C 0.020 2.608 1.063
Sb 0.772 2.245 3.148
C 0.796 4.342 3.684
C -1.052 1.824 4.233
H -5.128 0.513 -1.493
H -4.782 -0.976 -0.569
H -4.385 -0.893 -2.299
H -3.165 2.902 -1.838
H -2.709 1.846 -3.205
H -1.449 2.590 -2.199
H -2.185 0.855 1.731
H -3.862 1.267 1.289
H -4.587 3.320 0.720
H -4.290 5.760 0.608
H -2.023 6.730 0.836
H -0.074 5.240 1.037
H 0.868 3.121 0.614
H -0.067 1.603 0.641
H 1.469 4.894 3.029
H 1.150 4.440 4.709
H -0.209 4.755 3.609
H -1.890 2.368 3.797
H -0.897 2.160 5.257
H -1.251 0.754 4.236
O 0.185 -1.066 1.393
N 1.365 -1.686 1.543
C 1.548 -2.455 2.626
C 2.762 -3.046 2.867
C 3.798 -2.864 1.957
C 3.584 -2.084 0.839
C 2.349 -1.476 0.638
S 2.027 -0.410 -0.693
H 0.687 -2.570 3.267
H 2.892 -3.666 3.741
H 4.757 -3.339 2.112
H 4.357 -1.919 0.101
O 3.985 -3.555 -5.932
N 3.958 -4.235 -4.928
O 4.733 -5.125 -4.646
C 2.895 -3.952 -3.959
C 2.752 -4.771 -2.845
C 1.809 -4.470 -1.892
C 0.936 -3.340 -1.998
O 0.092 -3.048 -1.076
C 1.082 -2.585 -3.217
C 2.074 -2.876 -4.150
N 0.290 -1.451 -3.466
O 0.534 -0.709 -4.362
O -0.750 -1.239 -2.747
N 1.745 -5.361 -0.734
O 2.111 -6.506 -0.904
O 1.341 -4.917 0.321
H 3.387 -5.637 -2.721
H 2.183 -2.248 -5.024
```

- Among the records above, which one has the lowest 2S+1?
  C5H13NO4S